Below is 2 unconnected molecules or ions with the total composition CH3O4 at a distorted geometry, with properties calculated with ωB97M-V with the def2-TZVPD basis set.

Computed properties:
- HOMO energy (spin up / spin down): -16.74 / -16.74 eV

The geometry in ORCA input format:
```
! wB97M-V def2-TZVPD RIJCOSX def2/J DEFGRID3
* xyz 1 1
C -0.6376 0.0668 0.4316
O -0.7284 1.9242 -3.5370
O 0.3050 0.7991 0.2811
O -0.3304 0.2654 -2.3445
O -0.8159 0.7185 -3.3530
H -0.7993 -0.7594 -0.3543
H -1.1423 0.2271 1.5059
H 0.9423 0.8289 -0.5510
*
```

---

Below is a gas-phase ion, CH3O4S (charge -1) at a distorted geometry, with properties calculated with ωB97M-V with the def2-TZVPD basis set.

Computed properties:
- HOMO energy: -4.29 eV
- SMILES string: C=[S@](=O)([O-])OO

The geometry in ORCA input format:
```
! wB97M-V def2-TZVPD RIJCOSX def2/J DEFGRID3
* xyz -1 1
C -1.1616 0.5513 -0.0005
S 0.4876 0.8035 -0.0398
O 0.8921 2.0915 0.4937
O 0.8496 0.5190 -1.4026
O 1.7800 -0.4428 0.8113
O 2.8945 -0.4559 -0.0823
H -1.1529 -0.3988 -0.5741
H -1.6871 0.4705 0.9421
H 2.3234 -0.0083 -0.9115
*
```

---

Below is 2 unconnected molecules or ions with the total composition CH3OS at a distorted geometry, with properties calculated with ωB97M-V with the def2-TZVPD basis set.

Computed properties:
- HOMO energy: -2.75 eV

The geometry in ORCA input format:
```
! wB97M-V def2-TZVPD RIJCOSX def2/J DEFGRID3
* xyz -1 1
S -1.9331 -0.4542 -0.1416
H -2.5999 0.7104 -0.2437
O 2.3075 -0.2130 0.2238
C 1.1088 -0.0518 0.1123
H 0.7235 0.5985 -0.6911
H 0.3932 -0.5899 0.7402
*
```

---

Below is 2 unconnected molecules or ions with the total composition CH3OS, with properties calculated with ωB97M-V with the def2-TZVPD basis set.

Computed properties:
- HOMO energy: -2.75 eV

The geometry in ORCA input format:
```
! wB97M-V def2-TZVPD RIJCOSX def2/J DEFGRID3
* xyz -1 1
S -2.1556 -1.1981 -0.0470
H -0.9630 -1.6036 0.3866
O 1.9041 1.0726 -0.3876
C 0.7855 0.7312 -0.0877
H 0.6209 -0.0672 0.6150
H -0.1919 1.0650 -0.4793
*
```

---

Below is 2 unconnected molecules or ions with the total composition CH3P3 at a distorted geometry, with properties calculated with ωB97M-V with the def2-TZVPD basis set.

Computed properties:
- HOMO energy (spin up / spin down): -8.29 / -8.39 eV
- SMILES string: P#[PH2].C#P

The geometry in ORCA input format:
```
! wB97M-V def2-TZVPD RIJCOSX def2/J DEFGRID3
* xyz 0 1
P 0.2548 -2.0730 1.2854
P 1.8579 -0.8087 0.9686
H 2.4401 -0.3825 -0.2505
H 1.3271 0.5206 1.0578
C -2.0888 0.8748 -1.2050
P -0.6434 0.9452 -0.6689
H -3.1476 0.9236 -1.1874
*
```

---

Below is a single CH4BBr molecule at a distorted geometry, with properties calculated with ωB97M-V with the def2-TZVPD basis set.

Computed properties:
- HOMO energy: -10.70 eV

The geometry in ORCA input format:
```
! wB97M-V def2-TZVPD RIJCOSX def2/J DEFGRID3
* xyz 0 1
B -0.3150 0.3190 -0.6544
C 0.3727 -0.1533 0.5391
Br 1.8231 0.9892 -0.1049
H -1.0700 1.1408 -0.3699
H 0.8232 -1.1623 0.5618
H 0.1323 0.2576 1.4752
H -0.3269 -0.0125 -1.7848
*
```

---

Below is 2 unconnected molecules or ions with the total composition CH4BBrO2 at a distorted geometry, with properties calculated with ωB97M-V with the def2-TZVPD basis set.

Computed properties:
- HOMO energy (spin up / spin down): -8.70 / -8.76 eV

The geometry in ORCA input format:
```
! wB97M-V def2-TZVPD RIJCOSX def2/J DEFGRID3
* xyz 0 1
B 0.2259 -0.1156 -0.1574
C -0.7080 -1.2882 0.0289
O 0.7695 0.1406 -1.4287
O 0.7005 0.3333 1.0711
Br -1.7116 2.3320 0.7108
H -0.9464 -1.7406 -0.9243
H -1.0507 -1.6007 0.9973
H 1.4620 0.7451 -1.3446
H 1.2588 1.1941 1.0468
*
```

---

Below is a single CH4BClS molecule at a distorted geometry, with properties calculated with ωB97M-V with the def2-TZVPD basis set.

Computed properties:
- HOMO energy: -9.97 eV
- SMILES string: CBSCl

The geometry in ORCA input format:
```
! wB97M-V def2-TZVPD RIJCOSX def2/J DEFGRID3
* xyz 0 1
C -0.0138 0.3974 0.1296
B -1.0720 -0.8496 0.0406
S -2.8909 -1.0725 0.0828
Cl -3.6881 0.8603 -0.2004
H 0.1803 0.7730 -0.8605
H 1.0747 0.0257 0.3858
H -0.5335 1.1580 0.6171
H -0.8408 -1.9568 0.3544
*
```

---

Below is a molecular structure, CH4Br2N at a distorted geometry, with properties calculated with ωB97M-V with the def2-TZVPD basis set.

Computed properties:
- HOMO energy: -14.83 eV

The geometry in ORCA input format:
```
! wB97M-V def2-TZVPD RIJCOSX def2/J DEFGRID3
* xyz 1 1
C 1.3086 -0.1694 0.5923
N -1.1549 0.1799 -0.4280
Br 1.9283 -1.7035 -0.0524
Br 1.8775 1.3786 -0.0907
H 0.4147 0.0044 1.2481
H -1.6164 0.9337 -0.8747
H -1.6200 0.1478 0.4519
H -1.1378 -0.7715 -0.8465
*
```

---

Below is 2 unconnected molecules or ions with the total composition CH4Br2Si at a distorted geometry, with properties calculated with ωB97M-V with the def2-TZVPD basis set.

Computed properties:
- HOMO energy: -9.14 eV

The geometry in ORCA input format:
```
! wB97M-V def2-TZVPD RIJCOSX def2/J DEFGRID3
* xyz 0 1
C -0.2307 -0.3705 -0.6911
Si 1.3612 0.2751 1.3993
Br 3.3482 1.0274 0.6682
Br 1.6356 -1.5078 2.7283
H 0.4580 -0.6985 -1.4777
H -0.6995 -1.0791 -0.0820
H -0.8136 0.5502 -0.8080
H 0.8422 1.0671 2.4038
*
```

---

Below is 2 unconnected molecules or ions with the total composition CH4BrClOP at a distorted geometry, with properties calculated with ωB97M-V with the def2-TZVPD basis set.

Computed properties:
- HOMO energy (spin up / spin down): -15.24 / -14.67 eV

The geometry in ORCA input format:
```
! wB97M-V def2-TZVPD RIJCOSX def2/J DEFGRID3
* xyz 1 1
C -0.9158 -0.3567 0.9552
O 1.5015 0.1825 0.0731
P 0.0358 0.2284 -0.4808
Cl -0.2611 2.2136 -0.8332
Br 0.6642 -1.0443 -3.6192
H -1.8178 -0.8839 0.9015
H -1.4060 0.5247 1.4099
H -0.1396 -0.6621 1.6780
H 2.3388 -0.2023 -0.0847
*
```

---

Below is 2 unconnected molecules or ions with the total composition CH4BrClSi at a distorted geometry, with properties calculated with ωB97M-V with the def2-TZVPD basis set.

Computed properties:
- HOMO energy: -9.00 eV

The geometry in ORCA input format:
```
! wB97M-V def2-TZVPD RIJCOSX def2/J DEFGRID3
* xyz 0 1
C -0.0609 0.6865 -1.3819
Si -1.1949 -0.2108 -0.1006
Cl 1.4581 -2.5189 3.8698
Br -2.9258 1.2707 -0.2684
H -0.5593 1.1513 -2.1857
H 0.7674 1.2667 -1.0005
H 0.4376 0.0290 -2.0271
H 2.0778 -1.6746 3.0942
*
```

---

Respective energy relative to the best compared isomer or geometry (same formula, charge and spin) values: 6.564; 5.469; 0.108; 0.088; 2.942; 1.855; 3.895; 0.355; 1.845; 1.702; 3.561; 1.833 eV.